[1]
A cluster of 5 separate species, C18H36ClN3O8 in total. Source: OMol25; level of theory: the ωB97M-V functional and the def2-TZVPD basis.

Its HOMO-LUMO gap is 4.98 eV. The HOMO energy comes out at -0.9 eV. The LUMO energy comes out at 0.150 hartree. Its relative energy (zero: lowest compared OMol25 entry of this formula, charge and spin) is 0.544 eV.

The geometry in ORCA input format:
```
! wB97M-V def2-TZVPD RIJCOSX def2/J DEFGRID3
* xyz -2 1
N -0.079 -0.323 -0.332
H -0.219 0.380 0.424
H 0.679 -1.018 -0.237
H 0.133 0.321 -1.123
H -0.953 -0.849 -0.427
C -0.701 2.655 -4.170
C -1.670 3.610 -4.610
C -2.570 4.306 -3.523
O -3.281 5.268 -3.832
C -2.482 3.782 -2.202
C -1.637 2.721 -1.861
C -0.610 2.219 -2.861
O 0.346 1.516 -2.424
O -1.766 2.112 -0.758
O -1.804 3.973 -5.779
H 0.033 2.320 -4.896
H -3.264 4.099 -1.522
Cl -2.904 -3.067 -0.719
O -2.714 -1.707 -0.239
O -3.384 -3.902 0.358
O -3.827 -3.084 -1.814
O -1.596 -3.560 -1.133
C 2.934 -3.601 -2.082
C 1.889 -2.705 -1.397
N 2.146 -2.155 -0.072
C 3.351 -1.345 0.021
C 3.231 -0.051 -0.772
C 2.125 -3.178 0.966
C 0.910 -4.092 0.993
H 3.550 -4.074 -1.318
H 3.513 -3.022 -2.804
H 2.416 -4.316 -2.721
H 1.556 -1.899 -2.062
H 0.929 -3.229 -1.368
H 3.531 -1.059 1.058
H 4.214 -1.921 -0.351
H 4.162 0.526 -0.826
H 2.981 -0.128 -1.831
H 2.535 0.613 -0.257
H 2.182 -2.654 1.930
H 3.057 -3.775 0.994
H -0.014 -3.542 0.799
H 0.799 -4.588 1.955
H 0.974 -4.807 0.172
C -2.904 1.765 3.192
C -2.206 1.202 1.936
N -0.761 1.363 1.855
C -0.454 2.785 1.637
C 0.872 2.993 0.902
C 0.000 0.866 2.990
C -0.412 -0.519 3.454
H -3.917 1.352 3.213
H -2.978 2.851 3.200
H -2.473 1.348 4.109
H -2.567 0.174 1.846
H -2.657 1.685 1.068
H -1.251 3.354 1.164
H -0.334 3.276 2.620
H 0.938 2.363 0.015
H 1.018 4.054 0.703
H 1.696 2.706 1.568
H 0.101 1.562 3.841
H 1.046 0.817 2.660
H -1.473 -0.665 3.637
H 0.126 -0.853 4.345
H -0.110 -1.250 2.695
*
```


[2]
A structure of composition C18H36F4GaO10. Source: OMol25; level of theory: the ωB97M-V functional and the def2-TZVPD basis.

Its HOMO-LUMO gap is 7.15 eV. The HOMO energy comes out at -5.1 eV. The LUMO energy comes out at 0.074 hartree.

The geometry in ORCA input format:
```
! wB97M-V def2-TZVPD RIJCOSX def2/J DEFGRID3
* xyz -1 1
C 4.003 -3.258 2.120
C 3.610 -2.785 0.718
C 3.202 -3.918 -0.213
F 4.444 -4.544 -0.614
Ga 1.912 -5.391 0.453
C 0.594 -4.681 1.869
C 0.228 -3.219 1.722
O -0.348 -2.932 0.447
C -0.752 -2.705 2.792
F -0.071 -2.206 3.852
F -1.549 -1.709 2.369
F -1.571 -3.646 3.290
H 4.693 -4.105 2.035
H 3.132 -3.598 2.690
H 4.503 -2.466 2.692
H 4.455 -2.240 0.269
H 2.783 -2.061 0.778
H 2.820 -3.480 -1.149
H 2.729 -6.610 1.109
H 1.062 -5.904 -0.820
H 0.978 -4.844 2.887
H -0.322 -5.280 1.776
H 1.121 -2.604 1.886
H 0.323 -2.508 -0.098
C -4.471 0.544 3.726
C -4.395 -0.378 2.531
O -5.544 -0.215 1.664
C -5.510 0.832 0.857
O -4.624 1.648 0.765
O -6.638 0.860 0.141
C -6.714 1.943 -0.792
H -5.408 0.397 4.265
H -3.644 0.323 4.401
H -4.397 1.587 3.420
H -4.437 -1.423 2.830
H -3.488 -0.224 1.953
H -5.854 1.937 -1.458
H -6.753 2.898 -0.271
H -7.630 1.778 -1.352
C -3.572 5.612 1.770
C -3.721 4.846 0.474
O -4.807 5.375 -0.326
C -4.535 6.474 -1.015
O -3.475 7.044 -1.079
O -5.633 6.821 -1.701
C -5.465 7.969 -2.534
H -4.512 5.607 2.324
H -2.811 5.132 2.385
H -3.271 6.643 1.589
H -4.006 3.814 0.650
H -2.805 4.877 -0.114
H -4.625 7.834 -3.212
H -5.296 8.859 -1.930
H -6.393 8.062 -3.091
C 7.051 -3.621 -2.499
C 8.080 -2.599 -2.917
O 7.567 -1.732 -3.954
C 6.823 -0.715 -3.528
O 6.659 -0.374 -2.385
O 6.349 -0.067 -4.599
C 5.542 1.070 -4.282
H 6.710 -4.194 -3.362
H 7.487 -4.314 -1.780
H 6.187 -3.159 -2.025
H 8.950 -3.068 -3.373
H 8.405 -1.986 -2.077
H 6.082 1.759 -3.635
H 4.625 0.758 -3.784
H 5.313 1.539 -5.235
*
```


[3]
A structure of composition C18H36N2OPPdSi. Source: OMol25; level of theory: the ωB97M-V functional and the def2-TZVPD basis.

Its HOMO-LUMO gap (alpha / beta) is 6.65 / 6.17 eV. The HOMO energy (alpha / beta) comes out at -3.7 / -3.3 eV. The LUMO energy (alpha / beta) comes out at 0.107 / 0.107 hartree.

The geometry in ORCA input format:
```
! wB97M-V def2-TZVPD RIJCOSX def2/J DEFGRID3
* xyz -1 3
Pd -0.688 -0.430 -0.208
C -0.179 0.981 -4.152
C -0.802 1.728 -2.983
C -0.959 3.095 -3.126
C -1.564 3.753 -2.066
C -1.930 2.989 -0.993
C -1.761 1.572 -0.876
N -1.136 0.927 -1.967
N -2.165 1.051 0.309
Si -3.800 0.465 0.233
C -4.487 0.429 -1.518
C -4.003 -1.218 1.016
C -4.863 1.643 1.264
H -0.791 1.097 -5.049
H -0.107 -0.079 -3.917
H 0.820 1.362 -4.378
H -0.638 3.588 -4.033
H -1.743 4.823 -2.073
H -2.390 3.468 -0.135
H -3.893 -0.245 -2.140
H -4.475 1.420 -1.979
H -5.520 0.070 -1.509
H -3.421 -1.960 0.463
H -5.057 -1.518 1.043
H -3.631 -1.195 2.045
H -4.820 2.665 0.876
H -4.490 1.657 2.291
H -5.913 1.335 1.283
C 2.401 0.616 3.310
C 2.921 0.280 1.912
C 3.306 1.571 1.186
P 1.623 -0.616 0.917
C 1.331 -2.112 2.011
C 0.154 -2.943 1.516
C 2.548 -3.001 2.270
C 2.591 -1.344 -0.514
C 4.092 -1.583 -0.313
C 2.394 -0.501 -1.779
H 3.133 1.230 3.842
H 2.223 -0.276 3.909
H 1.464 1.176 3.251
H 3.815 -0.340 2.019
H 2.430 2.212 1.062
H 3.719 1.379 0.195
H 4.058 2.122 1.759
H 1.021 -1.686 2.970
H 0.342 -3.409 0.547
H -0.719 -2.306 1.417
H -0.067 -3.749 2.225
H 2.832 -3.540 1.365
H 2.304 -3.751 3.029
H 3.418 -2.446 2.629
H 2.106 -2.310 -0.691
H 4.635 -0.637 -0.252
H 4.494 -2.131 -1.170
H 4.323 -2.157 0.581
H 2.831 0.494 -1.667
H 1.335 -0.375 -2.006
H 2.877 -0.987 -2.632
O -1.527 -2.355 -0.614
*
```


[4]
A cluster of 6 separate species, C18H36N5O7P2S2Si in total. Source: OMol25; level of theory: the ωB97M-V functional and the def2-TZVPD basis.

Its HOMO-LUMO gap is 6.87 eV. The HOMO energy comes out at -5.1 eV. The LUMO energy comes out at 0.065 hartree.

The geometry in ORCA input format:
```
! wB97M-V def2-TZVPD RIJCOSX def2/J DEFGRID3
* xyz -1 1
C -2.232 1.349 -2.976
Si -1.347 2.551 -1.851
C -0.318 3.676 -2.957
C -2.665 3.598 -1.032
C -0.242 1.775 -0.438
C 1.130 2.499 -0.493
C 2.047 2.105 0.622
O 3.043 1.432 0.466
O -0.918 2.136 0.772
P -1.219 0.791 1.801
S -1.320 -1.063 3.158
C 0.400 -1.209 3.646
O -2.094 -0.862 4.392
O -1.661 -2.259 2.409
O -1.114 -0.240 0.406
C -0.048 0.238 -0.337
P 0.253 -0.831 -1.785
O 0.904 0.176 -2.841
O 1.531 -1.705 -1.327
S -1.155 -1.953 -2.461
H -1.549 0.931 -3.715
H -2.963 1.947 -3.531
H -2.780 0.568 -2.458
H 0.183 4.472 -2.403
H 0.433 3.089 -3.484
H -1.002 4.150 -3.665
H -2.260 4.284 -0.288
H -3.416 2.961 -0.567
H -3.166 4.182 -1.811
H 0.926 3.569 -0.403
H 1.628 2.274 -1.437
H 1.782 2.438 1.641
H 0.198 0.670 2.034
H -1.392 1.612 2.965
H -2.634 0.736 1.624
H 0.981 -1.370 2.744
H 0.676 -0.239 4.060
H 0.507 -2.013 4.369
H 0.870 0.048 0.245
H 1.047 -0.301 -3.669
H 1.379 -2.050 -0.434
C 4.211 -3.329 1.222
C 2.804 -3.470 1.576
N 1.695 -3.582 1.856
H 4.530 -2.300 1.379
H 4.806 -3.988 1.852
H 4.365 -3.592 0.175
C -4.269 0.515 6.157
C -4.828 1.832 5.885
N -5.269 2.871 5.672
H -3.688 0.152 5.306
H -3.615 0.566 7.025
H -5.079 -0.184 6.360
C 4.258 0.645 -4.750
C 3.109 1.536 -4.839
N 2.192 2.226 -4.856
H 4.533 0.290 -5.741
H 5.101 1.175 -4.311
H 4.011 -0.207 -4.117
C 5.507 -6.806 -1.820
C 5.161 -5.395 -1.915
N 4.887 -4.283 -1.994
H 6.473 -6.982 -2.290
H 5.558 -7.104 -0.774
H 4.749 -7.404 -2.322
C -5.718 0.442 1.148
C -5.377 0.643 -0.254
N -5.109 0.801 -1.359
H -6.410 -0.392 1.245
H -4.812 0.222 1.709
H -6.179 1.344 1.550
*
```


[5]
A cluster of 6 separate species, C18H36O18 in total. Source: OMol25; level of theory: the ωB97M-V functional and the def2-TZVPD basis.

Its HOMO-LUMO gap is 11.47 eV. The HOMO energy comes out at -10.9 eV. The LUMO energy comes out at 0.021 hartree. Its relative energy (zero: lowest compared OMol25 entry of this formula, charge and spin) is 0.073 eV.

The geometry in ORCA input format:
```
! wB97M-V def2-TZVPD RIJCOSX def2/J DEFGRID3
* xyz 0 1
C 0.710 -0.133 2.613
O -0.457 -0.911 2.319
C -1.020 -0.739 1.134
O -0.587 -0.072 0.228
O -2.163 -1.418 1.110
C -2.709 -1.629 -0.187
H 1.590 -0.471 2.072
H 0.830 -0.183 3.691
H 0.595 0.923 2.370
H -3.094 -0.692 -0.593
H -3.544 -2.314 -0.090
H -1.973 -2.045 -0.872
C -1.986 1.956 -2.394
O -1.809 0.949 -3.375
C -1.694 1.316 -4.639
O -1.766 2.443 -5.062
O -1.510 0.216 -5.362
C -1.288 0.421 -6.764
H -2.219 1.496 -1.438
H -2.845 2.569 -2.676
H -1.085 2.558 -2.294
H -0.580 -0.342 -7.074
H -0.993 1.441 -6.974
H -2.218 0.200 -7.302
C 4.367 -0.412 0.852
O 3.971 0.065 2.136
C 4.819 0.019 3.144
O 5.965 -0.342 3.099
O 4.173 0.460 4.232
C 4.940 0.546 5.425
H 5.442 -0.515 0.737
H 3.894 0.269 0.147
H 3.908 -1.385 0.686
H 5.264 1.579 5.575
H 5.806 -0.108 5.384
H 4.310 0.276 6.269
C 4.865 3.289 0.769
O 3.590 3.003 1.306
C 2.534 3.302 0.554
O 2.548 3.781 -0.548
O 1.451 2.957 1.238
C 0.210 3.100 0.550
H 4.918 4.329 0.435
H 5.105 2.638 -0.070
H 5.578 3.173 1.579
H 0.126 2.304 -0.189
H 0.168 4.040 -0.001
H -0.559 3.040 1.308
C 2.049 -3.553 2.883
O 2.469 -3.091 1.588
C 1.643 -3.340 0.569
O 0.678 -4.055 0.583
O 2.064 -2.639 -0.472
C 1.212 -2.642 -1.628
H 1.510 -4.490 2.795
H 1.517 -2.758 3.396
H 2.974 -3.753 3.425
H 1.802 -2.191 -2.421
H 0.320 -2.062 -1.411
H 0.985 -3.658 -1.947
C -5.234 -0.543 -2.965
O -5.483 -1.193 -1.737
C -6.297 -0.562 -0.894
O -6.835 0.492 -1.086
O -6.401 -1.316 0.200
C -7.110 -0.746 1.291
H -6.163 -0.308 -3.498
H -4.651 -1.125 -3.671
H -4.744 0.419 -2.802
H -8.133 -1.123 1.311
H -7.147 0.340 1.229
H -6.603 -1.050 2.202
*
```


[6]
A cluster of 6 separate species, C18H36O18 in total. Source: OMol25; level of theory: the ωB97M-V functional and the def2-TZVPD basis.

Its HOMO-LUMO gap is 11.27 eV. The HOMO energy comes out at -10.6 eV. The LUMO energy comes out at 0.024 hartree. Its relative energy (zero: lowest compared OMol25 entry of this formula, charge and spin) is 1.772 eV.

The geometry in ORCA input format:
```
! wB97M-V def2-TZVPD RIJCOSX def2/J DEFGRID3
* xyz 0 1
C -0.646 3.407 -3.150
O -0.627 3.895 -1.853
C 0.381 3.443 -1.059
O 1.274 2.695 -1.426
O 0.195 3.923 0.173
C 1.269 3.580 1.113
H -1.419 3.839 -3.763
H -0.752 2.328 -3.169
H 0.301 3.571 -3.676
H 1.388 2.519 1.166
H 0.938 3.953 2.101
H 2.196 3.940 0.812
C -3.440 -2.627 0.281
O -3.163 -1.784 1.351
C -4.235 -1.048 1.660
O -5.296 -1.052 1.132
O -3.871 -0.146 2.531
C -4.829 0.740 3.023
H -4.428 -3.133 0.495
H -2.550 -3.348 0.289
H -3.545 -1.943 -0.623
H -5.596 0.228 3.658
H -5.360 1.053 2.114
H -4.278 1.558 3.519
C 5.959 -5.712 -4.701
O 5.290 -4.673 -3.976
C 4.717 -5.003 -2.794
O 4.529 -6.108 -2.395
O 4.293 -3.830 -2.257
C 3.797 -3.912 -0.869
H 6.183 -5.357 -5.690
H 5.346 -6.621 -4.739
H 6.950 -5.918 -4.194
H 3.425 -2.970 -0.557
H 4.538 -4.329 -0.188
H 2.907 -4.524 -0.981
C -1.719 5.952 1.434
O -2.566 5.048 0.682
C -2.416 3.735 0.918
O -1.850 3.297 1.895
O -2.974 2.916 0.062
C -3.778 3.475 -0.994
H -2.285 6.837 1.847
H -1.075 6.244 0.679
H -1.299 5.488 2.298
H -4.124 2.683 -1.672
H -3.173 4.152 -1.637
H -4.695 4.037 -0.597
C 0.584 0.403 3.152
O 1.622 -0.644 3.230
C 1.103 -1.856 3.395
O -0.043 -2.137 3.659
O 2.097 -2.742 3.288
C 1.738 -4.025 3.933
H 1.080 1.358 2.898
H 0.060 0.465 4.049
H -0.060 0.043 2.389
H 2.539 -4.732 3.896
H 0.826 -4.398 3.458
H 1.422 -3.740 4.929
C -1.127 0.201 -0.247
O -0.661 0.264 -1.570
C 0.589 -0.215 -1.736
O 1.313 -0.512 -0.819
O 0.861 -0.356 -3.063
C 2.230 -0.571 -3.308
H -0.851 -0.755 0.158
H -2.222 0.224 -0.239
H -0.700 0.932 0.436
H 2.732 -0.921 -2.382
H 2.642 0.411 -3.574
H 2.341 -1.195 -4.208
*
```


[7]
A structure of composition C18H37AlBeClF4MgNO9S. Source: OMol25; level of theory: the ωB97M-V functional and the def2-TZVPD basis.

Its HOMO-LUMO gap is 2.14 eV. The HOMO energy comes out at -7.8 eV. The LUMO energy comes out at -0.208 hartree.

The geometry in ORCA input format:
```
! wB97M-V def2-TZVPD RIJCOSX def2/J DEFGRID3
* xyz 0 1
C 3.474 0.812 0.752
C 1.953 1.045 0.252
C 1.461 2.557 0.418
C 2.654 3.639 0.201
Al -0.028 3.116 -0.879
S -1.022 1.362 -1.983
C -1.311 4.332 0.124
C -2.790 3.749 0.260
C -2.824 2.261 0.813
C -4.055 1.375 0.312
C -4.366 1.470 -1.249
N -4.425 0.151 -1.964
C 0.871 4.290 -2.344
O 1.131 3.719 -3.410
O 1.176 5.657 -2.150
H 3.624 -0.226 1.202
H 3.731 1.544 1.586
H 4.132 0.991 -0.152
H 1.808 0.628 -0.801
H 1.314 0.417 0.966
H 1.097 2.653 1.503
H 2.140 4.661 0.117
H 3.378 3.605 1.085
H 3.180 3.425 -0.790
H -1.180 0.347 -1.060
H -0.858 4.512 1.164
H -1.318 5.365 -0.387
H -3.317 3.912 -0.731
H -3.347 4.406 1.018
H -1.830 1.705 0.665
H -2.932 2.347 1.948
H -4.974 1.560 0.966
H -3.766 0.283 0.520
H -5.413 1.937 -1.339
H -3.668 2.143 -1.833
H -4.305 0.388 -2.967
H -5.417 -0.141 -1.917
C 3.694 -5.013 -1.802
C 2.909 -4.375 -2.930
O 1.627 -3.922 -2.467
C 1.604 -2.770 -1.802
O 2.569 -2.091 -1.565
C 0.170 -2.419 -1.424
F -0.491 -3.450 -0.888
F -0.554 -2.026 -2.511
F 0.094 -1.421 -0.531
H 3.113 -5.814 -1.338
H 4.634 -5.426 -2.173
H 3.923 -4.290 -1.016
H 2.714 -5.115 -3.707
H 3.464 -3.556 -3.396
Mg 0.870 7.500 -2.524
Be -1.657 -0.116 -3.762
C -0.257 -0.414 6.010
C 0.339 0.269 4.789
O 1.134 -0.593 3.988
C 0.474 -1.725 3.443
C -0.694 -1.367 2.540
H 0.535 -0.841 6.634
H -0.827 0.302 6.606
H -0.930 -1.228 5.735
H 0.995 1.076 5.123
H -0.442 0.740 4.178
H 0.159 -2.402 4.245
H 1.222 -2.266 2.858
H -1.476 -0.827 3.077
H -1.139 -2.273 2.119
H -0.360 -0.726 1.721
O 1.313 -6.382 -4.132
Cl -0.115 -6.272 -4.365
O -0.830 -6.847 -3.248
O -0.461 -6.978 -5.578
O -0.473 -4.872 -4.501
F -0.826 1.933 2.677
*
```


Record order is preserved below.
Molar mass: 458.0, 558.2, 462.0, 588.7, 540.5, 540.5, 615.3 Da
Record order is preserved below.
Max |F|: 0.0345, 0.0098, 0.0617, 0.0203, 0.0348, 0.0507, 0.0697 Eh/bohr
Record order is preserved below.
Electronic energy: -52616.2897, -102972.4375, -44923.4139, -89160.4675, -56104.8333, -56103.1340, -85835.0821 eV